Here is C7H18I3IrOP2 as an isolated structure at a distorted geometry from OMol25. Energies are from ωB97M-V with the def2-TZVPD basis set.

```
32
Properties=species:S:1:pos:R:3
Ir -0.01857 0.73655 0.36892
I 0.00351 1.72819 -2.06473
I 0.02843 -0.12112 2.92573
I 0.30090 -2.75984 -2.28781
P -2.15670 -0.04677 -0.08792
P 2.14031 0.04255 -0.10288
O -0.06697 3.41376 1.77754
C 2.91412 -0.50316 -1.65746
C -0.07355 2.41134 1.20146
C -2.56744 -1.42546 1.05894
C 2.59792 -1.30716 1.04687
C -3.26319 1.31892 0.35895
C 3.19507 1.42736 0.42215
C -2.90892 -0.64076 -1.64067
H -2.32185 -1.14718 2.09548
H 2.18877 -1.16832 -2.21354
H -2.18936 -1.30823 -2.17232
H 3.81234 -1.12269 -1.39518
H 2.32867 -1.02272 2.07776
H -3.12864 2.15185 -0.34843
H -3.64115 -1.63911 0.95430
H 3.03553 2.27489 -0.25955
H 3.68008 -1.46527 0.94385
H 2.96797 1.71861 1.45550
H 3.14512 0.36167 -2.31829
H 4.23441 1.06655 0.34115
H -3.80960 -1.26327 -1.39211
H -3.14987 0.21559 -2.31634
H -4.28833 0.92028 0.27838
H -1.97571 -2.30543 0.79415
H -3.05996 1.66748 1.38262
H 2.04667 -2.20913 0.77348
```

Output
- LUMO level (alpha / beta) (Eh) = -0.2999 / -0.4062
- multiplicity = 5
- ΔE to the lowest compared entry with this formula, charge and spin (kJ/mol) = 0.0
- charge = +2
- Kohn-Sham gap (alpha / beta) (eV) = 7.60 / 4.89

Mulliken atomic charge list, values in e, 6 entries: 0.701, 0.072, 0.209, 0.144, 0.520, 0.398